150
Properties=species:S:1:pos:R:3:lowdin_charge:R:1 method="wB97M-V/def2-TZVPD" total_energy_ev=-141784.3448 lumo_energy_ev=0.0016 gap_ev=7.89
C 7.99359 3.04558 -3.49681 -0.29
S 7.16854 1.68206 -2.71919 0.83
O 5.71192 2.07092 -2.77187 -0.60
C 7.24042 0.44250 -4.17261 -0.23
H 8.20218 3.81817 -2.75674 0.05
H 7.31879 3.51998 -4.20933 0.06
H 8.89210 2.77971 -4.05367 0.05
H 6.83060 0.81716 -5.11057 0.05
H 6.73613 -0.51811 -4.06760 0.04
H 8.30900 0.28481 -4.31885 0.03
C 2.29230 3.06056 -6.72948 -0.25
S 1.49291 4.44841 -5.79941 0.81
O 0.98355 5.50067 -6.78017 -0.58
C 0.00319 3.59937 -5.18022 -0.27
H 2.56907 2.34451 -5.95569 0.04
H 3.12974 3.46971 -7.29465 0.05
H 1.61838 2.65519 -7.48422 0.05
H 0.11087 2.72170 -4.54289 0.05
H -0.49634 3.33791 -6.11307 0.04
H -0.70903 4.25971 -4.68544 0.05
C -6.30047 2.19645 4.86524 -0.25
S -5.64325 3.67087 3.92623 0.83
O -4.17128 3.36503 3.54516 -0.60
C -6.59685 3.60786 2.36406 -0.27
H -6.04243 1.25505 4.38019 0.05
H -7.39023 2.19576 4.84253 0.04
H -5.85404 2.17637 5.85942 0.04
H -6.54564 2.60776 1.93364 0.05
H -6.18239 4.27207 1.60568 0.05
H -7.61614 3.99394 2.37466 0.05
C -1.03344 -2.31945 -7.40607 -0.27
S -1.29243 -1.26571 -8.90038 0.83
O 0.08186 -0.99883 -9.54773 -0.59
C -2.08343 -2.57641 -9.95845 -0.25
H -0.55337 -3.25225 -7.70191 0.05
H -1.93414 -2.55783 -6.84037 0.05
H -0.38758 -1.83296 -6.67511 0.04
H -2.37284 -2.07035 -10.87945 0.04
H -2.94278 -2.87956 -9.36034 0.04
H -1.45714 -3.43762 -10.19122 0.06
C -7.98037 -4.66986 1.82704 -0.26
S -6.76920 -3.87322 2.96579 0.84
O -6.10624 -2.65374 2.26620 -0.59
C -8.05021 -3.21702 4.02998 -0.30
H -8.53428 -3.86002 1.35223 0.05
H -8.65139 -5.34728 2.35518 0.05
H -7.49762 -5.26327 1.05056 0.05
H -7.67670 -2.81079 4.96995 0.05
H -8.76370 -3.98010 4.34102 0.05
H -8.57732 -2.37270 3.58570 0.06
C 3.25174 6.36676 0.04828 -0.22
S 5.16047 6.38341 -0.05877 0.82
O 5.51392 7.85617 -0.21368 -0.58
C 5.42983 5.88765 1.67026 -0.28
H 2.72313 6.33375 -0.90439 0.04
H 3.12237 7.35378 0.49230 0.04
H 2.90946 5.54520 0.67755 0.03
H 6.51516 5.79804 1.71643 0.04
H 4.84605 5.02870 2.00118 0.05
H 5.23041 6.73079 2.33165 0.05
N -1.71861 7.20929 1.23336 -0.01
C -1.10311 8.41121 1.43963 -0.14
C -0.99092 9.06651 0.21149 -0.11
C -1.62788 8.23545 -0.75284 -0.10
C -2.05670 7.07367 -0.06259 -0.15
H -1.87944 6.48103 1.91445 0.15
H -0.80730 8.72342 2.43029 0.10
H -0.61564 10.06804 0.06151 0.09
H -1.67547 8.39643 -1.81971 0.08
H -2.47473 6.12043 -0.35066 0.10
N 1.20507 0.38136 -0.17330 0.00
C 0.73774 -0.85807 -0.60478 -0.13
C -0.39881 -1.18860 0.14771 -0.12
C -0.66377 -0.11254 1.04822 -0.10
C 0.40256 0.79254 0.85388 -0.15
H 1.96476 0.91311 -0.57358 0.15
H 1.22449 -1.41926 -1.38870 0.10
H -0.96291 -2.10938 0.12889 0.08
H -1.50672 -0.10331 1.72332 0.09
H 0.49488 1.76708 1.31011 0.10
N -5.73860 -0.21915 -2.72788 0.02
C -6.94024 0.07919 -3.30795 -0.16
C -6.79396 0.43952 -4.63838 -0.13
C -5.44304 0.39906 -4.90542 -0.10
C -4.83433 -0.02754 -3.69068 -0.16
H -5.62591 -0.56646 -1.78619 0.16
H -7.85977 0.16018 -2.74732 0.10
H -7.62164 0.78833 -5.23812 0.10
H -4.90979 0.57383 -5.82819 0.09
H -3.81333 -0.20088 -3.38425 0.10
N 4.86674 -5.38605 -1.40093 -0.02
C 3.55151 -5.70198 -1.19586 -0.13
C 3.07226 -6.26094 -2.38404 -0.11
C 4.21290 -6.48679 -3.14406 -0.14
C 5.34657 -5.92128 -2.53046 -0.13
H 5.36408 -4.74664 -0.79769 0.15
H 3.12064 -5.28767 -0.29636 0.10
H 2.03189 -6.42601 -2.62235 0.09
H 4.17172 -6.81865 -4.17099 0.09
H 6.39638 -5.88298 -2.78111 0.11
N 5.48551 -3.67354 3.51097 0.02
C 6.71125 -4.11832 3.31153 -0.18
C 7.49310 -3.26162 2.50705 -0.11
C 6.64432 -2.25116 2.16583 -0.13
C 5.38921 -2.53424 2.75517 -0.14
H 4.75745 -4.00523 4.12741 0.16
H 6.97082 -5.07140 3.74819 0.11
H 8.54265 -3.42605 2.31260 0.09
H 6.77951 -1.39259 1.52475 0.09
H 4.51517 -1.90090 2.79155 0.10
N 0.68892 6.98155 7.00629 0.01
C 1.96635 7.36905 6.92515 -0.18
C 2.73227 6.41208 6.34676 -0.13
C 1.91293 5.31294 6.20797 -0.12
C 0.62405 5.76454 6.37905 -0.14
H -0.03701 7.45161 7.52798 0.15
H 2.27468 8.27519 7.42540 0.11
H 3.81200 6.42410 6.36809 0.10
H 2.24586 4.36533 5.81099 0.09
H -0.31852 5.26071 6.22371 0.10
N 0.79758 -7.87360 3.61711 -0.02
C 0.08296 -6.84515 3.10390 -0.14
C -0.02682 -5.90741 4.14059 -0.11
C 0.71982 -6.37520 5.24931 -0.12
C 1.30739 -7.56292 4.87086 -0.13
H 1.03301 -8.68281 3.06047 0.14
H -0.37579 -6.94658 2.13145 0.10
H -0.49373 -4.93428 4.10312 0.09
H 0.88377 -5.89914 6.20476 0.09
H 2.07079 -8.18709 5.31134 0.10
N 2.14895 -0.69339 7.20296 0.00
C 2.13599 -1.37669 8.34756 -0.15
C 0.79575 -1.49959 8.69344 -0.11
C 0.04248 -0.77284 7.74690 -0.13
C 0.89325 -0.37143 6.82414 -0.18
H 2.89509 -0.63517 6.52474 0.15
H 2.95140 -1.88520 8.84043 0.11
H 0.47512 -2.08100 9.54524 0.09
H -1.02492 -0.61209 7.71184 0.10
H 0.70650 0.16665 5.90654 0.12
N -4.93724 -5.01747 -4.23575 0.01
C -5.13206 -5.48493 -5.50432 -0.12
C -4.12585 -6.50404 -5.74412 -0.10
C -3.30181 -6.54458 -4.59213 -0.14
C -3.86156 -5.72768 -3.68488 -0.16
H -5.43726 -4.20102 -3.91407 0.14
H -5.84110 -5.00776 -6.16459 0.10
H -3.98479 -6.93524 -6.72421 0.08
H -2.43788 -7.18826 -4.51681 0.10
H -3.42668 -5.47912 -2.72805 0.10